Below is a cluster of 5 separate species, C42H74BrN4O9 in total in a non-equilibrium geometry, with properties calculated with ωB97M-V/def2-TZVPD.

Each atom is followed by the atoms it is bonded to, with distances in Å.
Element x y z (Å)
1 C 3.975 1.306 0.746  N2 1.512, H37 1.194, H38 1.176, H39 1.175
2 N 4.500 0.484 -0.410  C1 1.512, C3 1.543, H40 1.065
3 C 3.938 -0.953 -0.378  N2 1.543, C4 1.636, H41 1.167, H42 1.194
4 C 2.567 -1.078 -1.261  C3 1.636, C5 1.673, C30 1.673
5 C 2.794 -1.447 -2.877  C4 1.673, C6 1.640, C16 1.637
6 C 4.257 -1.682 -3.580  C5 1.640, C7 1.671, H43 1.185, H44 1.177
7 C 4.991 -0.197 -3.801  C6 1.671, C8 1.640, H45 1.192, H46 1.173
8 C 6.626 -0.288 -3.894  C7 1.640, C9 1.639, H47 1.185, H48 1.174
9 C 7.436 0.618 -2.793  C8 1.639, C10 1.639, H49 1.173, H50 1.193
10 C 7.452 2.228 -3.098  C9 1.639, C11 1.671, H51 1.184, H52 1.170
11 C 8.301 2.923 -1.839  C10 1.671, O12 1.472, H53 1.191, H54 1.183
12 O 7.868 4.297 -1.532  C11 1.472, C13 1.483
13 C 6.983 4.336 -0.343  O12 1.483, C14 1.670, O15 1.338
14 C 5.359 4.539 -0.677  C13 1.670, H55 1.171, H56 1.183, H57 1.185
15 O 7.384 4.212 0.927  C13 1.338
16 C 1.467 -1.583 -3.825  C5 1.637, C17 1.651, H58 1.172
17 C -0.001 -1.295 -3.127  C16 1.651, C18 1.673, N22 1.546
18 C -1.301 -1.443 -4.169  C17 1.673, C19 1.673, H59 1.169, H60 1.172
19 C -1.068 -2.871 -5.009  C18 1.673, C20 1.654, H61 1.170, H62 1.193
20 C -0.826 -4.165 -4.007  C19 1.654, Br21 2.039, H63 1.177, H64 1.187
21 Br -0.584 -5.868 -5.101  C20 2.039
22 N -0.187 -0.921 -1.638  C17 1.546, N23 1.380, C30 1.545
23 N -1.498 -0.684 -1.278  N22 1.380, C24 1.495, C27 1.499
24 C -2.111 -1.729 -0.402  N23 1.495, C25 1.673, O26 1.334
25 C -3.781 -1.823 -0.418  C24 1.673, H65 1.193, H66 1.179, H67 1.187
26 O -1.497 -2.637 0.359  C24 1.334
27 C -1.790 0.734 -0.886  N23 1.499, C28 1.641, O29 1.363
28 C -2.496 1.268 0.495  C27 1.641, H68 1.180, H69 1.192, H70 1.170
29 O -1.383 1.703 -1.754  C27 1.363
30 C 1.020 -0.827 -0.677  C4 1.673, N22 1.545, C31 1.672
31 C 0.806 -0.471 0.943  C30 1.672, C32 1.642, H71 1.194, H72 1.181
32 C 1.384 -1.635 1.947  C31 1.642, O33 1.334, N34 1.543
33 O 1.092 -2.936 1.915  C32 1.334
34 N 2.416 -1.212 3.015  C32 1.543, C35 1.521, C36 1.512
35 C 3.032 -2.474 3.598  N34 1.521, H73 1.192, H74 1.193, H75 1.194
36 C 1.785 -0.333 4.071  N34 1.512, H76 1.184, H77 1.194, H78 1.171
37 H 2.981 1.873 0.406  C1 1.194
38 H 4.748 2.153 1.005  C1 1.176
39 H 3.766 0.699 1.730  C1 1.175
40 H 5.527 0.331 -0.175  N2 1.065
41 H 3.858 -1.282 0.739  C3 1.167
42 H 4.811 -1.617 -0.849  C3 1.194
43 H 4.098 -2.150 -4.657  C6 1.185
44 H 4.950 -2.380 -2.934  C6 1.177
45 H 4.617 0.160 -4.874  C7 1.192
46 H 4.606 0.613 -3.045  C7 1.173
47 H 7.025 0.040 -4.960  C8 1.185
48 H 6.948 -1.404 -3.726  C8 1.174
49 H 7.096 0.469 -1.681  C9 1.173
50 H 8.572 0.256 -2.838  C9 1.193
51 H 8.100 2.455 -4.063  C10 1.184
52 H 6.399 2.735 -3.155  C10 1.170
53 H 8.161 2.290 -0.839  C11 1.191
54 H 9.467 2.938 -2.042  C11 1.183
55 H 4.689 4.521 0.283  C14 1.171
56 H 5.277 5.613 -1.164  C14 1.183
57 H 5.034 3.677 -1.422  C14 1.185
58 H 1.616 -1.876 -4.950  C16 1.172
59 H -2.322 -1.577 -3.615  C18 1.169
60 H -1.279 -0.589 -4.971  C18 1.172
61 H -0.227 -2.790 -5.818  C19 1.170
62 H -2.110 -3.083 -5.550  C19 1.193
63 H 0.150 -4.084 -3.354  C20 1.177
64 H -1.766 -4.367 -3.312  C20 1.187
65 H -4.226 -1.400 0.605  C25 1.193
66 H -4.239 -1.285 -1.361  C25 1.179
67 H -4.067 -2.975 -0.428  C25 1.187
68 H -1.662 1.398 1.320  C28 1.180
69 H -2.910 2.360 0.258  C28 1.192
70 H -3.361 0.595 0.905  C28 1.170
71 H 1.307 0.596 1.137  C31 1.194
72 H -0.331 -0.330 1.228  C31 1.181
73 H 3.910 -2.210 4.359  C35 1.192
74 H 2.261 -3.120 4.241  C35 1.193
75 H 3.553 -3.150 2.763  C35 1.194
76 H 1.679 -0.998 5.045  C36 1.184
77 H 2.595 0.505 4.329  C36 1.194
78 H 0.774 0.118 3.689  C36 1.171
79 C -3.468 6.024 2.046  C80 1.507, C83 1.513, H84 1.093, H85 1.097
80 C -4.936 5.819 2.317  C79 1.507, C81 1.513, H86 1.096, H87 1.093
81 C -5.221 4.540 1.562  C80 1.513, O82 1.434, H88 1.095, H89 1.094
82 O -4.012 3.769 1.575  C81 1.434, C83 1.434
83 C -2.944 4.605 2.044  C79 1.513, O82 1.434, H90 1.095, H91 1.093
84 H -2.969 6.661 2.781  C79 1.093
85 H -3.333 6.474 1.055  C79 1.097
86 H -5.096 5.663 3.391  C80 1.096
87 H -5.563 6.654 1.996  C80 1.093
88 H -5.476 4.744 0.516  C81 1.095
89 H -6.033 3.960 2.011  C81 1.094
90 H -2.683 4.277 3.056  C83 1.095
91 H -2.069 4.481 1.400  C83 1.093
92 C -1.128 -5.594 2.190  C93 1.507, C96 1.513, H97 1.093, H98 1.097
93 C -2.587 -5.861 2.457  C92 1.507, C94 1.513, H99 1.096, H100 1.093
94 C -2.573 -6.267 3.915  C93 1.513, O95 1.434, H101 1.095, H102 1.094
95 O -1.481 -5.570 4.531  C94 1.434, C96 1.434
96 C -0.672 -4.989 3.500  C92 1.513, O95 1.434, H103 1.095, H104 1.093
97 H -0.950 -4.939 1.333  C92 1.093
98 H -0.604 -6.541 2.014  C92 1.097
99 H -3.161 -4.935 2.333  C93 1.096
100 H -3.021 -6.623 1.806  C93 1.093
101 H -2.389 -7.341 4.026  C94 1.095
102 H -3.506 -6.018 4.428  C94 1.094
103 H -0.838 -3.906 3.515  C96 1.095
104 H 0.384 -5.182 3.707  C96 1.093
105 C -4.168 10.743 3.721  C106 1.507, C109 1.513, H110 1.093, H111 1.097
106 C -5.035 9.916 4.635  C105 1.507, C107 1.513, H112 1.096, H113 1.093
107 C -5.831 9.086 3.652  C106 1.513, O108 1.434, H114 1.095, H115 1.094
108 O -4.997 8.892 2.501  C107 1.434, C109 1.434
109 C -3.867 9.769 2.603  C105 1.513, O108 1.434, H116 1.095, H117 1.093
110 H -3.267 11.131 4.203  C105 1.093
111 H -4.743 11.592 3.333  C105 1.097
112 H -4.406 9.263 5.252  C106 1.096
113 H -5.666 10.510 5.301  C106 1.093
114 H -6.733 9.614 3.326  C107 1.095
115 H -6.123 8.115 4.062  C107 1.094
116 H -2.989 9.157 2.836  C109 1.095
117 H -3.700 10.269 1.645  C109 1.093
118 C -4.162 -8.101 -1.284  C119 1.507, C122 1.513, H123 1.093, H124 1.097
119 C -4.186 -8.997 -2.495  C118 1.507, C120 1.513, H125 1.096, H126 1.093
120 C -4.172 -7.997 -3.630  C119 1.513, O121 1.434, H127 1.095, H128 1.094
121 O -3.452 -6.847 -3.163  C120 1.434, C122 1.434
122 C -3.269 -6.969 -1.745  C118 1.513, O121 1.434, H129 1.095, H130 1.093
123 H -3.794 -8.593 -0.380  C118 1.093
124 H -5.171 -7.722 -1.082  C118 1.097
125 H -3.276 -9.607 -2.523  C119 1.096
126 H -5.049 -9.668 -2.528  C119 1.093
127 H -5.186 -7.673 -3.888  C120 1.095
128 H -3.692 -8.391 -4.530  C120 1.094
129 H -2.214 -7.198 -1.563  C122 1.095
130 H -3.510 -6.020 -1.260  C122 1.093

## Properties
**HOMO-LUMO gap**: 6.490 eV
**E_LUMO**: -4.3 eV
**Calculated total energy**: -139156.7797 eV
**Spin multiplicity**: 1
**Largest force on an atom**: 8.8 eV Å⁻¹
**Net charge**: +1

These are the Löwdin partial charges, in e, on atoms 1 to 2: -0.151 -0.139